1.
The following is a quantum chemistry calculation of a cluster of 2 separate species, C2H2F2S2 in total, from the OMol25 dataset.

Geometry as XYZ:
```
8
Properties=species:S:1:pos:R:3:forces:R:3
S 1.641375 0.938397 0.048505 0.39 -0.95 0.38
S -2.269149 -0.330191 0.181926 0.72 -0.26 -0.86
H -2.358312 -0.493736 -1.151388 -1.06 0.03 -0.05
H 2.792568 0.289800 0.424245 -0.57 -0.15 -0.32
F -0.672028 2.171079 0.061085 0.16 -1.86 -0.22
C 0.592985 -0.498518 0.116544 1.60 0.85 0.53
F 0.947491 -1.765478 0.346161 0.74 0.39 -0.15
C -0.674927 -0.311355 -0.027078 -1.97 1.95 0.69
```
Forces are in eV/Å.

The lowest unoccupied orbital energy comes out at -1.80 eV. As for the multiplicity: 1. Its total charge is 0. For the gap between HOMO and LUMO, the calculation gives 0.2793 Eh.



2.
The following is a quantum chemistry calculation of a cluster of 2 separate species, C2H2F3IO in total, from the OMol25 dataset.

Geometry as XYZ:
```
9
Properties=species:S:1:pos:R:3:forces:R:3
H 0.544545 1.434426 -0.323895 -1.78 -0.54 -0.04
F 0.573285 -1.415716 1.646349 0.41 -0.04 -0.07
F 0.899477 -2.077971 -0.397720 -0.36 -0.08 -0.07
C -0.476973 0.922778 -0.267881 4.34 -1.12 2.00
F 2.155944 -0.538671 0.384019 0.24 0.13 0.44
I -1.665934 1.619429 1.318165 0.18 -0.28 -0.44
C 0.911610 -1.019823 0.411375 -1.79 1.94 -0.51
O -0.964350 0.513201 -1.400101 -3.22 0.36 -1.12
H -1.977605 0.562349 -1.370307 1.98 -0.37 -0.20
```
Forces are in eV/Å.

The lowest unoccupied orbital energy (alpha / beta) comes out at -0.23 / -0.30 eV. As for the multiplicity: 1. Its total charge is 0. For the gap between HOMO and LUMO (alpha / beta), the calculation gives 0.3116 / 0.2926 Eh.



3.
The following is a quantum chemistry calculation of a cluster of 2 separate species, C2H2F3N2 in total, from the OMol25 dataset.

Geometry as XYZ:
```
9
Properties=species:S:1:pos:R:3:forces:R:3
C 1.085405 -0.081941 -1.189018 1.79 0.19 2.08
N 1.685688 0.087953 -0.200172 -2.45 -0.79 -5.09
F -1.523960 -1.212781 0.860869 0.27 0.70 -0.10
F -3.232724 0.123218 0.823169 1.33 0.84 -0.60
F -1.359276 0.551518 -0.386947 1.00 2.38 -0.15
H 0.598904 -0.388456 -2.026273 -1.05 -0.74 -2.24
H 2.944380 0.749953 1.005190 -1.34 -0.52 0.07
C -2.130910 -0.241247 0.206951 -2.76 -3.82 1.00
N 1.932492 0.411782 0.906232 3.22 1.76 5.03
```
Forces are in eV/Å.

The lowest unoccupied orbital energy (alpha / beta) comes out at -4.84 / -8.93 eV. As for the multiplicity: 1. Its total charge is +1. For the gap between HOMO and LUMO (alpha / beta), the calculation gives 0.4344 / 0.1312 Eh.



4.
The following is a quantum chemistry calculation of an isolated molecule of C2H2F3N3, from the OMol25 dataset.

Geometry as XYZ:
```
10
Properties=species:S:1:pos:R:3:forces:R:3
N 0.744523 0.910550 -0.548922 -1.21 2.51 -0.32
H -1.079766 -1.245775 0.957043 -1.10 -1.27 1.14
C -0.791233 0.577982 -0.195659 -2.42 -0.12 -2.79
F -1.782812 1.182211 0.620717 1.84 -0.11 1.07
C -0.546069 -0.810263 0.188428 0.12 0.30 -0.43
F 1.279873 -2.280381 0.355933 -0.03 0.46 -0.25
H -1.425954 0.828328 -1.167539 2.30 -0.78 1.20
F 1.354515 2.078124 0.121246 -0.51 -1.36 -0.42
N 0.745349 -1.087047 0.051619 -0.94 1.60 -0.05
N 1.501578 -0.153727 -0.382862 1.95 -1.22 0.85
```
Forces are in eV/Å.

The lowest unoccupied orbital energy comes out at -0.56 eV. As for the multiplicity: 1. Its total charge is 0. For the gap between HOMO and LUMO, the calculation gives 0.3114 Eh.



5.
The following is a quantum chemistry calculation of an isolated molecule of C2H2F3NO, from the OMol25 dataset.

Geometry as XYZ:
```
9
Properties=species:S:1:pos:R:3:forces:R:3
F -1.844764 0.831240 -0.232840 -0.15 0.47 0.04
O 1.604897 1.682931 -0.687145 -1.64 -0.51 0.35
H 2.224373 -0.068319 -0.087025 0.52 -0.48 0.57
F -1.683438 -0.977086 0.937031 -0.36 -0.11 0.42
C 1.393338 0.616415 -0.173465 0.40 -0.30 -0.39
H 0.327952 -0.815236 1.078977 1.24 1.79 -1.71
F -1.141044 -1.004662 -1.182371 -0.42 0.85 1.17
N 0.240762 -0.033080 0.343787 -0.84 -1.27 2.33
C -1.122072 -0.232202 0.003047 1.25 -0.44 -2.77
```
Forces are in eV/Å.

The SMILES is O=CNC(F)(F)F. The lowest unoccupied orbital energy comes out at 0.56 eV. As for the multiplicity: 1. Its total charge is 0. For the gap between HOMO and LUMO, the calculation gives 0.4249 Eh.



6.
The following is a quantum chemistry calculation of a cluster of 2 separate species, C2H2F3NO in total, from the OMol25 dataset.

Geometry as XYZ:
```
9
Properties=species:S:1:pos:R:3:forces:R:3
C 1.303473 -0.573470 -0.801079 -0.95 0.52 1.17
C -1.259668 0.736429 0.726437 -0.66 1.02 -0.41
F 0.406009 -0.635512 -1.771245 0.27 -0.15 -0.18
F 1.843106 -1.740937 -0.539383 0.11 0.06 -0.31
H -1.773059 1.424584 1.392945 0.00 -0.02 -0.06
H -1.352404 0.921782 -0.338718 0.03 -0.07 -0.01
F 2.196176 0.368325 -1.019141 0.14 -0.21 -0.23
O -1.251644 -0.601904 1.129133 -1.00 -1.18 0.05
N -0.111989 0.100703 1.221050 2.05 0.02 -0.02
```
Forces are in eV/Å.

The lowest unoccupied orbital energy (alpha / beta) comes out at 0.17 / 0.09 eV. As for the multiplicity: 1. Its total charge is 0. For the gap between HOMO and LUMO (alpha / beta), the calculation gives 0.3602 / 0.3453 Eh.



In the order shown, the computed maximum force values come out to 2.85 4.91 6.22 3.70 3.07 2.05 eV/Å.
In the order shown, the computed ΔE to the lowest compared entry with this formula, charge and spin values come out to 440.6 304.2 460.6 765.5 92.9 588.3 kJ/mol.